[1]
Entry from the Open Molecules 2025 dataset: a molecular structure, C19H34ClMgN2O10P at a distorted geometry (the ωB97M-V functional and the def2-TZVPD basis).

Highest occupied orbital energy ... -13.51 eV
Total charge ... +2

The geometry in XYZ format:
```
68
Properties=species:S:1:pos:R:3:forces:R:3
C -1.175087 6.579503 0.582547 0.09 -0.88 -0.54
C -2.295583 5.635756 1.382362 0.21 2.59 -1.17
O -1.891115 4.242292 1.138828 -0.94 -1.48 3.75
C -1.937550 3.422130 2.359267 3.22 1.12 4.01
O -1.186947 3.694257 3.462893 -5.10 -1.76 -7.54
C -2.945753 2.089085 2.295558 -0.18 0.83 0.12
C -2.137333 0.668884 2.162978 -0.65 -0.12 -0.12
C -1.860804 0.171551 0.620352 0.14 -1.34 0.82
N -0.447363 0.609223 0.184330 4.02 0.41 -0.63
C -0.143170 1.659795 -0.860542 5.76 -1.19 2.17
C -1.097562 2.576800 -1.828019 0.04 -0.65 -0.29
C -0.197336 3.029998 -3.161572 -0.33 -0.36 1.86
C 0.645858 4.391317 -2.745818 0.25 -0.46 -0.87
Cl -1.447738 3.324282 -4.522614 1.40 -0.20 1.32
C 1.495413 1.689329 -0.816456 -2.41 -1.00 0.82
N 2.078957 0.674882 0.170419 -7.54 0.97 -1.03
C 0.834805 0.007751 0.780928 1.20 2.21 -1.79
C 0.986095 -1.201505 1.918782 -0.68 -0.08 -0.47
C 2.560134 -1.662772 2.108589 4.15 -2.25 -5.17
O 3.217094 -2.105264 1.014212 -4.42 2.88 7.11
O 3.312062 -1.659240 3.373379 -2.52 2.91 -2.60
C 3.370060 -0.222081 3.790330 3.07 5.06 -2.14
C 2.366036 0.221278 5.008247 0.18 -0.37 -0.01
O 4.179461 0.646571 3.152330 -5.64 -6.40 4.01
H -1.397415 7.725955 0.660484 0.47 -2.30 0.11
H -1.231992 6.307558 -0.576808 -0.06 0.55 2.45
H -0.062812 6.294547 0.901637 -2.55 0.82 -0.36
H -3.324494 5.840350 0.831873 2.02 -0.71 1.25
H -2.414881 5.917963 2.511678 0.54 -0.81 -2.16
H -3.772012 2.219847 1.445022 2.09 -0.24 1.69
H -3.550180 2.107369 3.313320 1.54 -0.04 -2.02
H -1.097480 0.751276 2.717648 -2.29 -0.24 -0.98
H -2.840221 -0.160718 2.652067 1.75 1.80 -0.95
H -1.830289 -1.019579 0.597328 -0.09 2.58 0.08
H -2.684188 0.484688 -0.152982 1.95 -0.24 1.44
H -1.466513 3.583593 -1.350648 0.77 -2.26 -0.40
H -2.038792 1.923679 -2.131655 2.09 1.32 0.54
H 0.476331 2.117912 -3.452415 -1.35 1.94 0.25
H 0.388770 4.804089 -1.679772 0.35 -1.01 -2.04
H 0.389161 5.226855 -3.541088 0.86 -1.76 1.68
H 1.795954 4.080000 -2.768297 -2.45 1.09 -0.10
H 2.223568 2.392107 -1.447934 -1.89 -1.89 1.68
H 3.100523 0.487098 0.399420 -1.87 0.22 -0.27
H 0.454511 -0.941579 2.937525 1.25 -0.28 -2.11
H 0.407737 -2.140662 1.463890 1.43 1.84 1.01
H 1.964270 -0.728099 5.595420 1.00 2.06 -1.36
H 1.440457 0.845697 4.598779 2.11 -1.37 0.57
H 2.956072 0.935711 5.723371 -1.06 -1.46 -1.46
C 2.319803 -3.681212 -1.474230 1.63 0.61 0.75
O 1.073229 -4.001494 -2.055155 -2.28 -1.20 -1.73
P 0.149848 -5.052477 -1.253683 -0.94 0.56 3.05
O -0.033488 -4.752597 0.199940 0.56 -0.69 -2.72
O 0.837250 -6.477434 -1.565749 -0.34 0.55 -0.22
C 1.231112 -6.760239 -2.892973 1.16 -0.60 1.10
O -1.207420 -5.087346 -2.119416 2.38 1.29 -0.73
C -2.223027 -5.963614 -1.673423 -1.32 -1.09 0.42
H 2.985762 -3.315598 -2.259915 -0.20 -0.03 0.06
H 2.185165 -2.896703 -0.725291 0.06 -0.28 -0.16
H 2.775836 -4.560832 -1.010942 -0.05 0.11 0.03
H 2.260303 -6.422585 -3.042381 0.02 0.00 -0.13
H 0.577360 -6.274084 -3.621028 -0.75 -0.36 -0.34
H 1.189391 -7.841339 -3.047620 -0.19 0.22 -0.15
H -1.948991 -6.995612 -1.907509 -0.06 0.06 0.10
H -3.152351 -5.718440 -2.194667 0.32 0.10 0.03
H -2.385666 -5.857863 -0.597480 0.11 0.02 -0.15
O -0.753791 -0.826703 -2.888306 -0.24 -1.12 -1.73
H -0.568770 -0.430664 -2.056353 0.51 0.45 1.38
Mg 0.519725 -4.622640 -4.632994 -0.33 1.34 0.99
```
Positions in Å, forces in eV/Å.

[2]
Entry from the Open Molecules 2025 dataset: a molecular structure, C19H34N4O5PPtS2 at a distorted geometry (the ωB97M-V functional and the def2-TZVPD basis).

Highest occupied orbital energy (alpha / beta) ... -10.11 / -10.11 eV
Total charge ... +1
Energy above the lowest of the compared OMol25 structures with the same formula, charge and spin ... 125.59 kJ/mol

The geometry in XYZ format:
```
66
Properties=species:S:1:pos:R:3:forces:R:3
Pt -0.795636 0.769995 0.866507 -0.19 0.09 -1.15
O 0.026652 0.390287 3.346696 -0.06 -0.17 -0.02
C -0.170896 -0.879093 3.987975 0.00 0.12 -0.10
C -1.554683 -0.890523 4.600059 -0.01 0.19 -0.10
C -2.614095 -0.467617 3.577818 0.15 -0.25 0.03
C -2.665961 -1.369938 2.374209 -0.19 0.04 -0.32
C -2.974400 -2.719628 2.522387 -0.01 -0.03 0.10
C -3.152365 -3.513255 1.406170 0.03 -0.03 0.03
C -3.057781 -2.926998 0.152317 -0.08 -0.08 -0.07
C -2.712830 -1.595639 0.073834 0.00 0.20 0.09
N -2.479817 -0.828419 1.153342 -0.23 -0.46 0.73
H 0.956928 0.451922 3.095750 0.07 0.00 -0.03
H 0.579073 -1.024501 4.765039 0.10 -0.01 0.02
H -0.070424 -1.688104 3.255175 0.02 0.02 -0.03
H -1.587048 -0.189377 5.436359 0.01 -0.08 0.04
H -1.753157 -1.892813 4.987271 -0.03 0.06 0.04
H -2.399982 0.545075 3.249666 -0.05 0.08 0.00
H -3.599297 -0.474427 4.051742 0.01 0.02 -0.01
H -3.083652 -3.131011 3.519699 -0.02 0.01 -0.08
H -3.378430 -4.567744 1.510579 -0.03 0.06 0.00
H -3.251064 -3.491484 -0.752296 0.05 0.05 0.07
H -2.627951 -1.102878 -0.884390 0.13 0.02 -0.01
N -3.357798 3.967227 1.539440 0.26 0.15 0.05
C -2.139333 4.618137 1.629099 -0.29 -0.09 0.01
C -1.201352 3.642101 1.617189 -0.05 -0.13 0.12
N -1.842258 2.416373 1.529739 0.55 -0.11 -0.36
C -3.135333 2.645259 1.473024 -0.03 0.05 0.09
H -4.258562 4.408136 1.514819 -0.12 0.03 0.03
H -2.056569 5.690948 1.688444 -0.04 -0.12 0.00
H -0.125403 3.716957 1.659243 -0.13 -0.08 -0.04
H -3.909885 1.897130 1.395013 0.12 0.05 -0.07
N 5.027489 0.328966 0.937835 -0.28 0.09 0.03
C 4.172909 1.512036 0.804728 0.10 -0.35 0.08
C 2.785971 1.215915 1.354992 0.04 0.16 -0.17
O 1.793248 1.818355 1.043892 0.30 0.27 0.28
O 2.760387 0.238284 2.268015 -0.03 -0.01 -0.03
H 6.008475 0.564767 0.940891 0.06 0.04 0.07
H 4.870115 -0.326844 0.183314 0.03 -0.01 -0.06
H 3.659909 -0.152714 2.269071 0.11 -0.05 0.07
H 4.075561 1.910937 -0.202694 -0.08 0.03 -0.07
H 4.575852 2.300485 1.439483 0.04 0.11 -0.01
C 2.875726 1.837554 -2.841028 -0.17 0.01 -0.05
C 2.596321 0.365996 -2.609294 0.03 0.21 -0.15
C 3.421856 -0.538687 -3.492643 -0.06 -0.09 -0.11
O 1.196959 0.091566 -2.924350 0.27 -0.04 0.10
P 0.030631 0.099470 -1.853367 -0.16 -0.10 -0.54
S -0.626389 1.908116 -1.355997 0.34 -0.29 0.96
S 0.562270 -0.930435 -0.209243 -0.54 0.60 0.41
O -1.152707 -0.569981 -2.648314 -0.07 -0.13 -0.34
C -1.154208 -1.555935 -3.738798 0.31 -0.07 0.08
C -0.308217 -2.763381 -3.386828 0.01 0.01 0.11
C -0.761970 -0.905483 -5.050204 -0.01 0.15 0.09
H 3.936697 2.047518 -2.687051 -0.05 -0.01 0.00
H 2.281997 2.455779 -2.165109 0.05 -0.01 -0.02
H 2.617214 2.101369 -3.869568 0.06 0.01 0.06
H 2.761595 0.110609 -1.563036 -0.08 -0.04 0.15
H 3.175695 -0.358828 -4.541734 0.05 -0.01 0.04
H 3.229787 -1.588259 -3.264095 0.03 0.03 -0.02
H 4.484277 -0.333408 -3.349772 -0.04 -0.03 0.01
H -2.198661 -1.849544 -3.785586 -0.15 0.01 0.07
H 0.753369 -2.504902 -3.374453 -0.06 -0.03 -0.02
H -0.465817 -3.544683 -4.132434 0.03 0.04 0.02
H -0.582642 -3.158344 -2.406227 0.01 0.00 -0.06
H 0.301354 -0.669981 -5.062336 -0.04 -0.04 -0.05
H -1.322239 0.019665 -5.193838 -0.01 -0.06 -0.04
H -0.989474 -1.582083 -5.876144 0.02 0.01 0.06
```
Positions in Å, forces in eV/Å.

[3]
Entry from the Open Molecules 2025 dataset: a gas-phase ion, C19H34N5OS2 (charge +1) at a distorted geometry (the ωB97M-V functional and the def2-TZVPD basis).

Highest occupied orbital energy ... -10.99 eV
Total charge ... +1
SMILES string ... CCCCN(CCCCc1cn(CCC)c(OC#N)[n+]1N)C(=S)SCCC

The geometry in XYZ format:
```
61
Properties=species:S:1:pos:R:3:forces:R:3
C 3.882141 0.214722 1.587118 -0.07 0.50 -0.02
C 3.501711 1.787353 1.797060 -0.75 -0.64 1.09
C 2.063981 2.146253 1.131032 0.60 -0.60 -0.30
C 2.178818 2.365491 -0.487778 1.62 0.43 2.45
N 1.118669 1.634417 -1.254590 1.08 -0.86 -1.11
C 0.420561 2.494599 -2.256426 -1.35 1.37 -1.24
C -1.164594 2.706271 -1.917683 0.53 0.30 -0.90
C -2.000380 1.696264 -2.852420 -0.27 0.26 0.13
C -3.392223 1.195885 -2.229478 -1.05 -1.15 -0.51
C -3.233007 0.275394 -0.936867 3.82 -1.35 3.70
C -1.944552 0.093781 -0.094144 -4.12 -0.79 -0.58
N -2.230840 -0.798427 1.014373 -2.23 0.52 -2.79
C -1.125371 -1.072896 1.983607 1.06 0.07 1.03
C -1.265427 -0.107966 3.259057 -0.45 0.51 0.52
C -1.242309 1.466551 2.911866 -0.18 0.22 -0.15
C -3.593545 -1.254807 0.941943 2.92 2.79 -2.05
O -4.212968 -2.168572 1.840591 2.42 -1.19 -1.29
C -3.457224 -3.385816 1.928808 2.44 -1.39 -2.32
N -2.679622 -4.291580 1.710113 -4.22 4.60 1.57
N -4.164100 -0.583758 -0.226994 2.09 -0.71 2.28
N -5.485430 -0.805518 -0.610206 -1.10 0.47 -0.11
C 1.810938 0.480625 -1.881940 1.58 -0.94 -1.83
S 2.861183 0.601863 -3.211311 -1.75 0.24 2.00
S 1.592004 -1.252937 -1.199275 0.39 1.63 -0.21
C 3.032490 -2.290807 -1.770964 1.07 -1.77 -0.39
C 2.634496 -3.847933 -1.507947 -0.87 0.39 0.23
C 2.458109 -4.179139 0.064507 -0.19 -0.21 -0.05
H 2.913736 -0.388251 1.468615 1.40 0.82 0.07
H 4.526208 0.082092 0.646523 -0.95 0.01 1.40
H 4.430362 -0.218451 2.507777 -0.71 0.85 -1.60
H 4.342312 2.494713 1.479627 -1.23 -1.02 0.28
H 3.370417 1.914014 2.943236 0.25 0.00 -1.88
H 1.402683 1.215796 1.316096 0.91 1.55 -0.30
H 1.598927 3.062541 1.649876 0.65 -1.39 -0.85
H 3.248003 1.999726 -0.751342 -1.91 0.56 0.10
H 2.191619 3.498056 -0.641626 -0.40 -1.66 -0.26
H 0.431877 2.061973 -3.331848 0.33 0.49 1.93
H 0.891897 3.548801 -2.365813 -0.50 -1.90 0.46
H -1.392630 2.634556 -0.800194 0.38 -0.06 -1.56
H -1.442959 3.778127 -2.249277 0.42 -1.68 0.66
H -1.356641 0.800208 -3.203030 -1.12 1.28 0.88
H -2.254021 2.274672 -3.822978 0.26 -1.05 1.59
H -3.894956 0.532832 -3.040214 0.73 0.99 1.38
H -4.155266 2.049381 -2.045465 1.49 -1.27 -0.05
H -0.897584 0.535861 -0.185905 -1.67 -0.62 -0.03
H -1.096899 -2.169289 2.303706 -0.31 1.53 -0.56
H -0.139341 -0.871635 1.407187 -1.72 -0.29 0.91
H -0.458950 -0.350839 4.052911 -1.23 0.23 -1.52
H -2.290757 -0.313334 3.760833 1.68 0.15 -0.78
H -1.338615 2.129734 3.856052 0.10 -1.35 -1.46
H -0.291964 1.812832 2.372888 -1.35 -0.73 0.80
H -2.132038 1.725204 2.228172 1.28 -0.35 1.03
H -6.013231 0.088721 -0.651289 0.73 -0.66 0.08
H -5.983227 -1.399328 0.070154 0.65 0.24 -0.40
H 3.998203 -2.106356 -1.171605 -1.62 0.24 -0.83
H 3.263714 -2.195582 -2.884835 -0.58 0.32 1.61
H 1.610072 -4.017814 -2.006987 1.61 0.19 0.60
H 3.377734 -4.563226 -2.021389 -1.00 1.39 0.84
H 3.249294 -4.924605 0.465155 -1.41 1.23 -0.77
H 1.395867 -4.613195 0.213991 1.87 0.57 -0.02
H 2.532646 -3.227244 0.698943 -0.07 -1.31 -0.92
```
Positions in Å, forces in eV/Å.

[4]
Entry from the Open Molecules 2025 dataset: C19H34O4 in the gas phase (the ωB97M-V functional and the def2-TZVPD basis).

Highest occupied orbital energy ... -9.96 eV
Total charge ... 0
SMILES string ... C#CCCCCCCCCCCC[C@H](O)C[C@H](O)COC(C)=O
Energy above the lowest of the compared OMol25 structures with the same formula, charge and spin ... 88.18 kJ/mol

The geometry in XYZ format:
```
57
Properties=species:S:1:pos:R:3:forces:R:3
C 2.752477 1.276055 1.789013 0.24 -0.06 -0.22
C 3.543032 1.118389 0.902901 -0.13 0.09 0.12
C 4.523133 0.913987 -0.146167 0.24 -0.22 -0.26
C 3.917634 0.293669 -1.410889 -0.10 0.26 -0.05
C 3.004492 1.274208 -2.141711 0.13 -0.21 -0.20
C 2.353914 0.679113 -3.391674 -0.06 0.01 0.30
C 1.447487 -0.511275 -3.068399 -0.09 0.23 -0.34
C 0.320585 -0.685152 -4.083739 0.02 -0.25 0.19
C -0.646652 -1.820474 -3.733002 0.03 0.09 0.07
C -1.331405 -1.688413 -2.369297 -0.04 0.07 -0.26
C -2.262160 -0.475449 -2.253931 0.01 -0.15 0.25
C -2.357285 0.066625 -0.824177 0.13 0.10 -0.19
C -1.119103 0.878929 -0.450727 -0.28 0.15 0.27
H -1.000759 1.690798 -1.173519 0.05 0.00 -0.02
H -0.229187 0.247909 -0.505033 0.11 0.01 -0.03
C -1.161675 1.508085 0.944981 -0.18 -0.65 -0.18
O -0.175730 2.525516 1.045957 0.37 0.35 0.02
H 0.688280 2.135509 0.844323 -0.01 0.03 -0.04
C -0.983724 0.453399 2.044300 -0.18 0.62 0.15
H -1.760176 -0.302845 1.942753 -0.01 -0.10 -0.03
H -0.013785 -0.036980 1.922378 0.02 -0.09 -0.03
C -1.054694 1.058213 3.452308 -0.45 -0.56 -0.13
O 0.014706 1.938440 3.699216 0.33 0.28 0.08
H 0.035606 2.562758 2.951493 0.00 -0.17 0.13
C -0.985709 -0.025978 4.537001 0.62 0.39 -0.14
H -0.212908 -0.760372 4.290767 -0.07 0.12 0.07
H -0.753128 0.453582 5.490199 -0.06 -0.07 -0.09
O -2.236779 -0.681378 4.702761 -0.25 0.28 0.12
C -2.408364 -1.878674 4.132130 -0.21 -0.35 -0.09
O -1.578645 -2.439294 3.466238 0.06 -0.02 -0.04
C -3.771860 -2.430251 4.457545 0.12 0.09 -0.08
H -4.453186 -1.624505 4.710639 -0.08 -0.01 0.03
H -4.145080 -3.005149 3.614987 0.02 -0.02 -0.02
H -3.678083 -3.097089 5.312576 0.00 -0.04 0.06
H -2.013950 1.592137 3.567623 0.08 -0.12 0.01
H -2.113022 2.033885 1.088491 0.03 -0.08 -0.02
H -3.235979 0.710412 -0.740943 -0.05 0.00 0.08
H -2.487058 -0.767152 -0.132128 -0.09 -0.05 0.07
H -1.911975 0.328697 -2.901551 -0.04 0.08 -0.07
H -3.258836 -0.755904 -2.600068 0.00 0.03 -0.09
H -0.569512 -1.646895 -1.592045 0.04 -0.04 0.11
H -1.909349 -2.597316 -2.187392 0.03 -0.01 0.10
H -0.095827 -2.764192 -3.747007 -0.02 -0.06 -0.09
H -1.412655 -1.875130 -4.510473 -0.02 -0.10 -0.05
H 0.750709 -0.890280 -5.067188 -0.01 0.09 -0.07
H -0.229639 0.254553 -4.164584 0.03 0.07 -0.07
H 1.010421 -0.341155 -2.085992 0.02 -0.06 0.14
H 2.033118 -1.430985 -3.018883 0.00 -0.08 0.12
H 1.757102 1.462041 -3.866197 0.01 -0.01 -0.08
H 3.126414 0.381126 -4.103557 0.02 0.04 -0.10
H 3.586286 2.154011 -2.429896 0.01 0.07 0.08
H 2.220943 1.611104 -1.457455 -0.04 0.06 0.02
H 4.727637 -0.009702 -2.078365 0.01 -0.05 0.00
H 3.358452 -0.601355 -1.133074 0.05 -0.06 -0.01
H 4.984810 1.875763 -0.390281 0.07 -0.08 0.01
H 5.302634 0.254197 0.247395 0.02 0.12 -0.03
H 2.098006 1.410231 2.601366 -0.44 0.06 0.53
```
Positions in Å, forces in eV/Å.